ORCA calculation (the ωB97M-V functional and the def2-TZVPD basis) on the ion C4H7N2 with charge +1 in a non-equilibrium geometry.

The value obtained for the total energy is -265.77507 Ha. For the largest force on an atom, the calculation gives 4.0 eV/A. For the HOMO energy, the calculation gives -14.1255 eV. Its total charge is +1. The value obtained for the HOMO-LUMO gap is 8.83 eV. Its SMILES is C/C=C/[NH+]=C=N. For the energy relative to the best compared isomer or geometry (same formula, charge and spin), the calculation gives 3.630 eV.

Geometry (Å):
N  1.51724  0.68269  -0.79164
N  2.05941  -0.75954  0.97870
C  -0.57448  -0.06683  0.22347
C  0.02875  0.61104  -0.74454
C  2.07450  -0.06664  0.04192
C  -2.06108  -0.13949  0.25224
H  -2.45568  0.30278  -0.65775
H  1.97398  1.27649  -1.53707
H  -0.19340  -0.69038  0.93547
H  -2.31265  0.38796  1.15299
H  2.54117  -1.54299  1.42054
H  -0.35658  1.19623  -1.62682
H  -2.24117  -1.19132  0.35249